DFT (wB97M-V/def2-TZVPD) results for a cluster of 9 separate species, C41H61O24Si in total.

Structure (ORCA input):
```
! RIJCOSX wB97M-V def2-TZVPD def2/J DEFGRID3
* xyz -1 1
H -4.94 4.09 -4.28
H 6.04 1.29 -0.76
C -3.41 -0.52 1.26
H -2.74 -1.28 -0.63
H -5.54 0.50 6.51
C -4.54 5.41 -5.96
H -1.65 2.58 -0.23
H 5.83 -0.46 -0.99
O 6.78 -1.75 6.08
H -5.17 1.25 -9.36
H -6.17 -0.12 -0.22
H -9.11 -0.17 -5.31
H 6.95 -0.43 -3.13
C 11.96 -2.23 3.40
H -0.90 -0.18 2.52
O -10.47 -1.32 -3.14
H -4.40 5.31 -7.04
H -4.07 -1.38 1.13
H 8.36 -0.59 4.06
C 8.15 -1.99 5.71
C 2.08 3.06 -0.25
H 8.82 -1.37 6.30
H 5.07 -4.65 6.45
C 7.51 -5.97 6.82
H -3.83 1.82 -0.54
O -6.99 1.40 -5.54
H -4.49 0.12 -8.17
O -4.40 -2.37 3.60
H 8.38 -3.04 5.89
O -2.99 4.06 -4.95
C 11.10 -0.65 2.04
C 8.15 -1.64 4.24
C -9.10 -1.47 -3.57
H -7.57 0.22 4.65
O -6.37 -1.33 4.00
H -8.44 -0.75 -3.08
H -5.65 1.01 -3.82
C 3.30 2.40 -2.19
C -4.32 0.75 1.35
C 12.29 -1.28 1.38
H 12.02 -2.00 0.61
C -9.21 -1.23 -5.05
H -2.26 0.39 -0.45
H 4.01 2.66 -2.97
H 0.11 2.25 3.59
C -11.27 -1.57 -4.20
H -7.38 0.29 -9.19
C -5.38 0.70 -8.44
C -0.26 -0.20 1.63
H -7.25 -1.06 5.83
H 5.54 -3.80 7.93
C -4.40 4.10 -5.23
C 2.98 3.36 -1.24
O 10.81 -1.56 3.11
C -1.30 2.70 0.80
H -8.76 -2.48 -3.34
H -5.57 -0.75 -4.07
C 5.65 -5.97 8.09
C -4.69 1.43 0.03
C -5.65 0.59 -0.89
C 1.44 1.82 -0.16
O 6.81 -1.93 3.85
H -6.42 -1.16 -8.84
O 8.53 -6.33 6.32
H 1.33 -0.10 -1.11
H 1.05 3.41 2.68
H 12.97 -0.55 0.95
H -8.49 -1.80 -5.63
H -6.38 1.29 -1.29
C 1.78 0.89 -1.12
O 12.91 -1.98 2.46
H 5.95 -5.85 9.13
C -6.63 -0.14 -8.53
H -1.11 -2.04 0.95
H 1.82 3.84 0.47
H -3.96 0.34 -2.31
Si 0.17 1.60 1.22
O -4.54 -0.74 5.15
C -2.38 -0.55 0.11
H -5.50 5.89 -5.78
H 11.32 0.33 2.46
H 2.91 0.41 -2.88
H 3.42 4.36 -1.25
O -3.47 6.19 -5.42
H -5.27 0.41 1.79
C -5.90 0.04 -3.35
H 1.79 1.81 3.16
O 7.09 -4.68 6.85
O -7.12 -0.11 -7.19
O 7.76 0.17 -0.50
C 0.89 2.34 2.83
H 6.26 1.20 -3.16
O -5.68 1.60 -7.37
H -0.92 3.74 0.86
C -4.95 -0.09 -2.10
O 4.84 -1.89 4.95
C -5.04 -1.56 4.19
O -12.46 -1.69 -4.13
C 5.74 -4.67 7.31
H -5.28 2.33 0.31
H -5.35 1.14 4.86
H -4.81 -1.15 -1.84
C 6.50 0.38 -1.16
C -0.96 -1.03 0.53
C 6.91 0.52 -2.60
C 2.70 1.17 -2.12
O -1.44 5.66 -4.60
H -2.11 2.63 1.53
H 4.66 -6.42 8.04
H -2.95 -0.66 2.24
C -5.55 0.24 5.45
O 6.62 -6.79 7.42
H 8.86 -2.24 3.68
C -6.63 1.01 -6.59
C 6.03 -1.86 4.96
H -4.70 3.25 -5.82
H -0.37 -1.17 -0.38
O 12.11 -2.94 4.34
O 8.24 1.05 -2.50
H -3.91 1.45 2.10
C 8.73 0.70 -1.29
O -10.55 -1.65 -5.35
H 0.66 -0.72 1.94
O 9.86 0.83 -0.95
C -2.53 5.33 -4.96
C -6.82 -0.46 5.03
H 10.24 -0.56 1.37
*
```

Computed properties:
* gap between HOMO and LUMO: 3.27 eV
* E_LUMO: 1.539 eV

DFT (wB97M-V/def2-TZVPD) results for a structure of composition C44H34F3InN3O3P.

Structure (ORCA input):
```
! RIJCOSX wB97M-V def2-TZVPD def2/J DEFGRID3
* xyz 0 1
C 4.56 -0.07 -1.06
H 2.07 1.29 5.76
H -1.82 2.03 -4.76
C 3.02 0.56 0.79
H 1.32 3.09 -0.54
H -3.64 2.10 -1.89
H -3.20 -1.73 0.22
C 2.65 2.81 -4.14
H 4.05 1.38 2.48
C -1.14 -0.72 -2.85
C 2.99 3.41 -1.84
H -4.72 -0.93 0.64
H -0.43 -2.81 -0.26
H 3.64 -1.21 -4.13
C 1.35 1.13 2.44
F -1.49 -0.32 4.22
C -1.51 4.55 -2.87
C 1.34 2.44 -3.86
C -0.29 2.52 3.68
H 2.85 0.26 3.68
C -4.22 4.08 -2.49
C -0.72 -1.14 -1.54
O -3.32 0.27 -0.32
C 1.68 3.04 -1.56
H -5.27 -0.73 -1.80
C 4.15 0.95 1.50
C 3.25 0.08 -0.55
H -1.69 -3.81 -4.22
C -4.53 -1.45 -1.45
H 4.50 3.55 -3.35
C 5.68 0.29 -0.27
C 0.44 2.32 4.88
C -1.68 2.70 1.32
C -1.43 -1.75 2.32
C -2.26 -0.84 3.25
C -3.31 3.07 -2.24
H -2.41 0.29 -6.41
N 1.72 0.67 1.19
H 6.68 0.16 -0.66
C -3.79 5.32 -2.93
H -0.46 4.74 -3.02
H -1.01 -4.50 -1.95
H 0.11 2.79 5.79
H -4.51 6.11 -3.13
C -2.44 5.56 -3.12
H 1.41 -0.78 -3.11
C -2.13 3.44 2.43
C -1.94 3.31 -2.44
C -0.70 -2.48 -1.25
H 0.72 2.03 -4.65
H 3.63 3.76 -1.04
C -1.24 0.65 -3.24
H 5.68 -0.72 -2.78
C 1.53 1.50 4.85
H 6.28 1.12 1.59
N 2.16 -0.16 -1.32
C -1.05 -3.46 -2.22
C -1.45 3.32 3.61
O -0.60 -1.14 1.57
H 3.03 2.70 -5.15
C 3.58 -0.84 -3.12
H -5.28 3.89 -2.35
C 3.47 3.29 -3.13
F -3.27 -1.47 3.84
H -1.79 3.83 4.50
C 0.85 2.55 -2.56
C 4.69 -0.57 -2.37
H -5.02 -2.42 -1.34
H -2.23 2.72 0.38
C -1.93 -1.31 -5.10
C -3.95 -1.01 -0.13
H -3.75 -1.54 -2.20
C -2.05 0.00 -5.43
In 0.00 0.19 -0.03
H -3.14 0.63 0.56
C 0.14 1.89 2.50
C 1.99 0.91 3.65
F -2.81 0.22 2.59
P -0.80 1.95 -2.05
N -0.60 1.96 1.36
H -3.02 4.05 2.34
H -2.20 -2.09 -5.81
C -1.49 -1.70 -3.81
O -1.58 -2.95 2.44
C -1.70 0.99 -4.49
H -2.10 6.53 -3.46
C -1.42 -3.08 -3.47
C 2.32 -0.60 -2.54
C 5.45 0.81 0.97
*
```

Computed properties:
* gap between HOMO and LUMO: 6.91 eV
* E_LUMO: -0.202 eV

DFT (wB97M-V/def2-TZVPD) results for a cluster of 2 separate species, C3H9N3O in total.

Structure (ORCA input):
```
! RIJCOSX wB97M-V def2-TZVPD def2/J DEFGRID3
* xyz 2 1
H -0.49 -1.16 1.97
C -0.37 -1.04 -0.18
N 2.00 0.62 -1.03
C -3.51 -0.75 1.00
H 0.05 2.68 0.12
O 0.51 1.81 0.36
N 0.59 1.12 -0.80
C -1.02 -0.66 1.12
H 0.57 -1.53 -0.30
H -4.56 -0.92 1.15
H 2.77 1.32 -1.00
N -2.39 -0.72 1.09
H 1.87 -0.05 -1.89
H 2.17 0.06 -0.18
H -1.06 -1.08 -1.08
H -0.82 0.31 1.52
*
```

Computed properties:
* gap between HOMO and LUMO (spin up / spin down): 8.30 / 10.04 eV
* E_LUMO (spin up / spin down): -9.140 / -8.582 eV